[1]
{
  "formula": "C5H7ClN2",
  "method": "ωB97M-V with the def2-TZVPD basis set",
  "elements": ["C", "C", "C", "C", "C", "H", "H", "H", "H", "H", "H", "H", "N", "N", "Cl"],
  "positions_angstrom": [[-1.87, 0.24, 0.52], [-0.74, 0.27, -0.57], [1.37, -0.76, -0.06], [1.48, 0.69, -0.01], [0.30, 1.27, -0.21], [-1.42, -0.20, 1.42], [-2.22, 1.21, 0.91], [-1.10, 0.49, -1.61], [-0.27, -1.83, -0.50], [3.09, -1.45, 0.51], [2.43, 1.09, 0.28], [0.01, 2.33, -0.17], [0.09, -0.91, -0.59], [2.15, -1.68, 0.16], [-3.29, -0.75, -0.09]],
  "nbo_charge": [-0.36, -0.11, 0.40, -0.26, -0.15, 0.22, 0.22, 0.22, 0.40, 0.35, 0.22, 0.22, -0.61, -0.70, -0.08],
  "e_above_lowest_kcal_mol": 19.8,
  "gap_ev": 9.79,
  "lumo_energy_ev": 0.669,
  "max_force_ha_per_bohr": 0.0670,
  "multiplicity": 1,
  "e_homo_ev": -9.1
}


[2]
{
  "formula": "C5H7ClN2O7",
  "method": "ωB97M-V with the def2-TZVPD basis set",
  "elements": ["C", "C", "C", "C", "C", "N", "N", "O", "O", "O", "O", "O", "O", "O", "Cl", "H", "H", "H", "H", "H", "H", "H"],
  "positions_angstrom": [[-1.81, 0.25, 0.98], [0.57, -2.52, 1.45], [-0.81, -1.89, 1.02], [-1.57, 1.75, 1.17], [1.65, 1.11, -1.63], [1.52, -0.37, -1.80], [0.56, 1.88, -1.62], [-2.84, -0.10, 0.44], [0.43, -0.85, -1.72], [2.58, -0.93, -2.02], [-0.61, 1.53, -1.63], [0.75, 3.21, -1.63], [-0.51, 2.28, 0.94], [-0.74, -0.47, 1.29], [3.18, 1.81, -1.77], [1.27, -2.62, 0.68], [0.88, -2.04, 2.37], [0.32, -3.66, 1.55], [-1.51, -2.37, 1.75], [-0.99, -2.00, -0.01], [-2.44, 2.31, 1.30], [0.11, 3.67, -1.10]],
  "nbo_charge": [0.69, -0.62, -0.08, 0.37, 0.05, 0.52, 0.41, -0.55, -0.34, -0.37, -0.39, -0.51, -0.51, -0.49, 0.11, 0.22, 0.22, 0.21, 0.19, 0.21, 0.13, 0.51],
  "e_above_lowest_kcal_mol": 28.5,
  "gap_ev": [8.84, 8.84],
  "lumo_energy_ev": [-0.868, -0.867],
  "max_force_ha_per_bohr": 0.0681,
  "multiplicity": 1,
  "e_homo_ev": [-9.7, -9.7]
}


[3]
{
  "formula": "C5H7ClN3O2",
  "method": "ωB97M-V with the def2-TZVPD basis set",
  "elements": ["C", "C", "C", "C", "C", "N", "N", "N", "O", "O", "Cl", "H", "H", "H", "H", "H", "H", "H"],
  "positions_angstrom": [[1.64, 0.19, -0.50], [0.74, -1.26, -0.37], [0.71, 1.20, -0.11], [-1.46, -1.63, 0.64], [-1.72, 1.32, -0.07], [-0.50, -0.79, -0.02], [-0.52, 0.59, 0.26], [2.87, 0.22, -0.88], [1.05, -2.41, -0.55], [0.81, 2.42, -0.12], [4.32, -0.01, 0.76], [-2.48, -1.33, 0.39], [-1.28, -2.65, 0.27], [-1.35, -1.62, 1.73], [-2.53, 1.08, 0.63], [-1.46, 2.37, 0.04], [-2.05, 1.13, -1.10], [3.21, 1.18, -0.99]],
  "nbo_charge": [-0.10, 0.66, 0.59, -0.42, -0.43, -0.31, -0.29, -0.45, -0.62, -0.65, -0.58, 0.19, 0.24, 0.19, 0.18, 0.25, 0.18, 0.37],
  "e_above_lowest_kcal_mol": 0.0,
  "gap_ev": [6.97, 6.97],
  "lumo_energy_ev": [3.201, 3.201],
  "max_force_ha_per_bohr": 0.0808,
  "charge": -1,
  "multiplicity": 1,
  "e_homo_ev": [-3.8, -3.8]
}


[4]
{
  "formula": "C5H7ClN5",
  "method": "ωB97M-V with the def2-TZVPD basis set",
  "elements": ["C", "C", "C", "C", "C", "N", "N", "N", "N", "N", "Cl", "H", "H", "H", "H", "H", "H", "H"],
  "positions_angstrom": [[-1.86, 1.09, 0.00], [0.04, 1.68, -1.79], [1.00, 2.62, 0.15], [0.51, 0.35, 0.55], [-0.66, 0.39, -0.48], [-2.79, 1.70, 0.32], [0.79, 2.40, -1.14], [1.16, 1.57, 0.93], [-0.01, -0.15, 1.79], [-0.90, -0.75, -1.19], [1.26, 4.20, 0.80], [0.27, 1.35, -2.88], [1.23, -0.43, 0.33], [1.63, 1.71, 1.72], [-0.47, -0.98, 1.68], [-0.68, 0.55, 2.14], [-0.11, -1.39, -1.49], [-1.78, -0.79, -1.59]],
  "nbo_charge": [0.18, 0.20, 0.47, 0.07, 0.09, -0.19, -0.44, -0.50, -0.77, -0.79, 0.17, 0.24, 0.23, 0.44, 0.38, 0.37, 0.43, 0.42],
  "e_above_lowest_kcal_mol": 79.5,
  "gap_ev": 7.89,
  "lumo_energy_ev": -5.316,
  "max_force_ha_per_bohr": 0.1042,
  "charge": 1,
  "multiplicity": 1,
  "e_homo_ev": -13.2
}


Copy entry 4 word for word.
{
  "formula": "C5H7ClN5",
  "method": "ωB97M-V with the def2-TZVPD basis set",
  "elements": ["C", "C", "C", "C", "C", "N", "N", "N", "N", "N", "Cl", "H", "H", "H", "H", "H", "H", "H"],
  "positions_angstrom": [[-1.86, 1.09, 0.00], [0.04, 1.68, -1.79], [1.00, 2.62, 0.15], [0.51, 0.35, 0.55], [-0.66, 0.39, -0.48], [-2.79, 1.70, 0.32], [0.79, 2.40, -1.14], [1.16, 1.57, 0.93], [-0.01, -0.15, 1.79], [-0.90, -0.75, -1.19], [1.26, 4.20, 0.80], [0.27, 1.35, -2.88], [1.23, -0.43, 0.33], [1.63, 1.71, 1.72], [-0.47, -0.98, 1.68], [-0.68, 0.55, 2.14], [-0.11, -1.39, -1.49], [-1.78, -0.79, -1.59]],
  "nbo_charge": [0.18, 0.20, 0.47, 0.07, 0.09, -0.19, -0.44, -0.50, -0.77, -0.79, 0.17, 0.24, 0.23, 0.44, 0.38, 0.37, 0.43, 0.42],
  "e_above_lowest_kcal_mol": 79.5,
  "gap_ev": 7.89,
  "lumo_energy_ev": -5.316,
  "max_force_ha_per_bohr": 0.1042,
  "charge": 1,
  "multiplicity": 1,
  "e_homo_ev": -13.2
}


Q: Number 1 is which compound?
A: C5H7ClN2